Record 1
Molecular formula: C21H59IN3O11
Method: DFT, ωB97M-V with the def2-TZVPD basis set

Last column: Löwdin charge in e.
Atoms and positions in Å:
N1 -2.2697 2.3801 2.2514  0.1293
C1 -1.5776 1.1402 2.5895  -0.3456
O1 -0.4614 0.8927 1.7400  -0.1364
C2 -0.6762 -0.1493 0.8177  -0.7072
I1 1.1513 -0.5001 -0.3137  0.9729
C3 -1.0469 -1.5291 1.4509  -0.1677
N2 -1.8308 -1.3764 2.7137  0.1133
C4 -2.5634 -0.0705 2.7430  -0.1497
C5 -3.7845 -0.0621 1.7804  -0.1492
O2 -4.8668 0.6919 2.3334  -0.1011
N3 -5.7053 1.1458 1.3107  0.0018
O3 -6.2640 0.2658 0.7852  0.1126
H1 -3.0374 2.4038 2.9309  0.0668
H2 -2.6381 2.3393 1.3039  0.0736
H3 -1.1611 1.3229 3.5993  0.1601
H4 -1.4300 0.1065 0.0498  0.0851
H5 -1.6517 -2.1010 0.7261  0.1422
H6 -0.1541 -2.1339 1.6719  0.0976
H7 -1.1526 -1.3195 3.4902  0.1625
H8 -2.4360 -2.1801 2.9256  0.1682
H9 -2.9921 0.0026 3.7622  0.1777
H10 -3.5089 0.3723 0.7988  0.0950
H11 -4.1119 -1.1056 1.6030  0.1346
C6 4.5969 1.1965 -2.9043  -0.0711
C7 4.2943 -0.2641 -3.1835  -0.3129
O4 4.7830 -1.0823 -2.1173  -0.0928
H12 5.6716 1.3501 -2.7901  0.0756
H13 4.2351 1.8330 -3.7140  0.0716
H14 4.1260 1.5174 -1.9702  0.0704
H15 4.7812 -0.5839 -4.1056  0.1146
H16 3.2186 -0.4274 -3.2910  0.0719
H17 4.3433 -0.7990 -1.3101  0.0528
C8 -2.6112 -6.2196 3.7703  -0.0886
C9 -3.8658 -5.4129 4.0437  -0.3036
O5 -3.9628 -4.2995 3.1465  -0.1088
H18 -1.7225 -5.5939 3.8772  0.0705
H19 -2.5307 -7.0625 4.4572  0.0821
H20 -2.6134 -6.6031 2.7467  0.0759
H21 -3.8507 -5.0158 5.0579  0.1142
H22 -4.7576 -6.0344 3.9304  0.1153
H23 -3.9889 -4.6508 2.2522  0.0777
C10 3.1336 0.1773 4.4527  -0.0765
C11 2.4682 -1.1437 4.1245  -0.2895
O6 1.0496 -0.9784 4.0019  -0.1111
H24 2.7351 0.5849 5.3830  0.0805
H25 4.2123 0.0555 4.5559  0.0831
H26 2.9383 0.9138 3.6686  0.0767
H27 2.6464 -1.8697 4.9166  0.1179
H28 2.8590 -1.5530 3.1880  0.1087
H29 0.8900 -0.3440 3.2956  0.0420
C12 -3.5314 4.1441 7.1043  -0.0867
C13 -2.9927 3.7405 5.7460  -0.3167
O7 -4.0027 3.0844 4.9733  -0.1055
H30 -3.8908 3.2692 7.6482  0.0783
H31 -2.7615 4.6366 7.6999  0.0794
H32 -4.3784 4.8258 6.9964  0.0771
H33 -2.1603 3.0443 5.8574  0.1058
H34 -2.6377 4.6163 5.1945  0.1134
H35 -4.7319 3.7007 4.8662  0.0865
C14 8.8105 -0.9346 -2.3787  -0.0918
C15 8.3993 -1.3147 -3.7888  -0.3186
O8 7.2691 -2.1801 -3.7705  -0.0839
H36 9.0474 -1.8271 -1.7977  0.0766
H37 9.6833 -0.2784 -2.3877  0.0735
H38 7.9932 -0.4231 -1.8635  0.0634
H39 9.2083 -1.8426 -4.2934  0.1109
H40 8.1539 -0.4216 -4.3748  0.1058
H41 6.5524 -1.7102 -3.3351  0.0304
C16 1.1024 -1.0906 -6.8496  -0.0831
C17 2.1385 -1.2018 -5.7536  -0.3174
O9 1.4882 -1.4565 -4.5086  -0.1202
H42 0.3953 -0.3006 -6.5997  0.0598
H43 1.5646 -0.8640 -7.8114  0.0835
H44 0.5298 -2.0175 -6.9499  0.0756
H45 2.6838 -0.2635 -5.6493  0.0982
H46 2.8605 -1.9969 -5.9655  0.1179
H47 1.0062 -2.2827 -4.5888  0.0839
C18 -0.3782 2.2716 -3.8862  -0.0920
C19 0.9669 1.9200 -4.4950  -0.3082
O10 0.9407 1.9708 -5.9228  -0.0802
H48 -1.1479 1.5893 -4.2518  0.0730
H49 -0.3409 2.2094 -2.7959  0.0670
H50 -0.6842 3.2824 -4.1695  0.0784
H51 1.2448 0.9026 -4.2168  0.0819
H52 1.7441 2.6034 -4.1353  0.1092
H53 0.7154 2.8644 -6.1940  0.0860
C20 -5.0814 2.5791 -2.8989  -0.0752
C21 -3.7477 2.0095 -2.4579  -0.2973
O11 -3.7339 1.8014 -1.0395  -0.1113
H54 -5.2778 3.5253 -2.3929  0.0822
H55 -5.0981 2.7465 -3.9768  0.0822
H56 -5.8975 1.9000 -2.6383  0.0764
H57 -2.9412 2.6987 -2.7029  0.0996
H58 -3.5471 1.0550 -2.9558  0.1133
H59 -4.4452 1.1882 -0.8357  0.0361

Atomic forces in eV per Å
0.3 -1.3 0.3
-0.3 0.8 0.9
-0.2 -1.0 -0.1
0.0 -0.4 -0.5
-0.6 0.2 0.3
0.4 -0.5 -0.8
0.5 0.7 0.4
-1.4 0.6 0.4
0.5 -1.0 -0.6
1.6 -0.2 0.9
-1.4 0.1 -0.5
0.3 0.2 -0.2
-0.1 0.7 -0.3
-0.2 0.1 0.0
0.0 -0.2 -0.4
0.4 0.1 0.4
0.2 0.3 0.3
-0.4 0.3 0.1
0.1 -0.2 -0.1
-0.1 0.0 -0.2
0.2 0.1 -0.5
0.0 -0.2 0.5
0.1 0.3 0.1
0.1 0.0 -0.1
-0.2 0.4 0.4
0.1 -0.2 -0.2
0.0 0.0 -0.1
0.0 0.0 0.0
-0.1 0.0 -0.1
0.0 -0.2 0.1
0.1 0.0 -0.2
0.2 0.0 0.0
0.0 0.1 0.0
0.2 -0.3 -0.1
0.2 0.6 0.0
0.0 0.0 0.1
0.0 0.0 0.0
-0.1 -0.1 0.1
-0.1 0.1 -0.1
0.0 0.0 0.1
-0.1 -0.1 0.0
-0.1 0.1 0.0
0.3 0.2 -0.1
-0.7 -0.2 -0.1
0.1 -0.1 0.0
0.0 0.0 0.0
0.1 0.0 0.0
-0.2 0.0 0.0
0.1 0.0 0.1
0.3 0.3 -0.1
0.0 -0.1 0.0
-0.3 0.3 0.1
0.3 -0.4 -0.2
0.1 0.0 0.0
0.0 0.0 0.0
0.1 0.1 0.0
-0.1 -0.1 -0.1
0.1 0.0 0.1
-0.1 0.0 0.0
0.1 0.0 0.0
-0.3 0.1 0.2
0.2 -0.1 -0.3
0.0 0.0 -0.1
0.0 0.0 0.0
0.0 0.1 -0.1
-0.1 -0.1 0.0
0.2 0.1 0.0
-0.1 -0.1 0.3
-0.1 0.0 -0.1
-0.3 -0.3 -0.3
0.2 0.1 0.4
0.1 0.1 -0.1
0.0 0.0 0.0
0.2 -0.1 0.0
-0.1 0.0 0.1
0.0 0.1 0.0
0.0 -0.1 0.0
-0.1 0.0 -0.1
0.0 0.3 -0.1
0.0 -0.2 0.2
0.1 -0.1 0.0
0.0 0.0 0.0
0.1 0.0 0.1
0.0 0.0 -0.1
0.0 -0.1 0.2
0.0 0.1 0.0
0.0 0.0 0.1
-0.4 -0.1 -0.2
0.4 -0.1 0.3
0.1 0.0 -0.1
0.0 0.0 0.0
0.0 0.0 -0.1
0.1 -0.1 0.2
0.1 0.1 -0.1
-0.2 0.1 -0.2

The spin multiplicity is 1. The electronic energy is -57815.576 eV. As for the LUMO energy: -0.124 hartree. Its net charge is +1. As for the frontier orbital gap: 0.2869 hartree.

***

Record 2
Molecular formula: C4H12O3
Method: DFT, ωB97M-V with the def2-TZVPD basis set

Last column: Löwdin charge in e.
Atoms and positions in Å:
C1 -0.9026 -0.4943 1.8315  -0.0881
C2 -0.3437 -0.5158 0.4360  -0.1805
C3 0.1698 0.5329 -0.2098  -0.1253
C4 1.0492 0.4630 -1.4321  -0.2224
O1 1.0167 1.7036 -2.1982  -0.0833
H1 -0.1231 -0.4303 2.5842  0.0638
H2 -1.4762 -1.4068 1.9798  0.0732
H3 -1.6221 0.3288 1.9016  0.0843
H4 -0.4259 -1.5162 0.0127  0.1127
H5 -0.1851 1.5238 0.0811  0.1179
H6 2.1049 0.3651 -1.1924  0.1144
H7 0.6497 -0.3540 -2.0310  0.1133
H8 0.9137 2.3788 -1.5357  0.0537
O2 2.4488 -0.4734 2.1699  -0.0540
H9 3.0652 0.2498 2.3413  0.0431
H10 1.7440 -0.0087 1.7199  -0.0198
O3 -2.8066 -0.9211 -1.8295  -0.0436
H11 -1.9019 -0.8732 -2.1367  0.0154
H12 -3.3747 -0.5520 -2.4926  0.0253

Atomic forces in eV per Å
-1.1 0.3 -0.8
0.1 -0.2 0.1
-0.4 -0.2 -0.1
-0.6 1.2 -0.3
-0.5 -1.2 0.0
0.0 0.1 0.1
0.1 0.0 0.3
0.2 0.1 0.4
1.0 0.1 -0.3
0.7 0.1 0.5
0.0 -0.8 0.3
0.6 0.0 -0.4
0.0 0.6 0.2
0.4 0.4 0.2
0.2 -0.3 0.1
-0.5 -0.1 -0.4
0.1 -0.5 0.9
0.1 0.2 -0.3
-0.2 0.3 -0.6

The value obtained for the energy above the lowest of the compared OMol25 structures with the same formula, charge and spin is 150.70 kJ/mol. The spin multiplicity is 1. Its SMILES is C/C=C/CO.O.O. The electronic energy is -10483.577 eV. As for the LUMO energy: 0.026 hartree. Its net charge is 0. As for the frontier orbital gap: 0.3749 hartree.

***

Record 3
Molecular formula: C3H2Cl2
Method: DFT, ωB97M-V with the def2-TZVPD basis set

Last column: Löwdin charge in e.
Atoms and positions in Å:
C1 0.5469 0.4769 0.4460  -0.8993
C2 -0.7741 1.1004 0.3939  -0.3810
C3 -1.9955 1.3743 0.1342  0.0390
H1 1.4990 0.4828 1.0959  0.0966
H2 -3.4017 1.3004 0.0401  0.1939
Cl1 -0.1254 -1.1446 0.9213  0.5126
Cl2 1.0218 -0.0020 -1.3319  0.4383

Atomic forces in eV per Å
-0.3 -3.2 -1.3
-5.1 2.8 -1.2
0.8 -1.6 1.1
-1.9 1.4 -1.2
5.7 0.5 0.4
0.4 -1.2 1.1
0.4 1.3 1.0

The value obtained for the energy above the lowest of the compared OMol25 structures with the same formula, charge and spin is 284.27 kJ/mol. The spin multiplicity is 1. The electronic energy is -28183.107 eV. As for the LUMO energy: 0.008 hartree. Its net charge is 0. As for the frontier orbital gap: 0.3727 hartree.